# 1
Density functional theory data (ωB97M-V/def2-TZVPD) for a structure of composition C21H56BF4O21PtS7.

Properties
energy relative to the best compared isomer or geometry (same formula, charge and spin)	0.0	kcal/mol
highest occupied orbital energy (spin up / spin down)	-12.238 / -12.238	eV
expectation value of S²	2.03

Geometry as ORCA input:
```
! wB97M-V def2-TZVPD RIJCOSX def2/J DEFGRID3
* xyz 1 3
Pt 1.827 -1.311 -0.690
B -0.347 0.818 1.689
F 0.977 0.361 1.824
F -0.537 2.203 1.882
F -0.609 0.448 0.436
F -1.268 0.033 2.427
O 3.400 3.813 -3.116
S 2.762 3.618 -1.844
O 2.661 2.291 -1.239
O 3.540 4.629 -0.701
C 3.028 4.713 0.576
C 4.185 5.301 1.360
C 1.113 4.462 -1.828
H 2.767 3.741 0.993
H 2.256 5.480 0.510
H 4.184 5.078 2.427
H 4.067 6.379 1.245
H 5.166 4.940 1.051
H 0.535 3.889 -2.553
H 1.248 5.479 -2.196
H 0.717 4.534 -0.815
O 3.406 -3.250 2.451
S 3.913 -3.662 3.743
O 3.524 -4.952 4.380
O 5.531 -3.652 3.568
C 6.407 -3.844 4.676
C 7.734 -3.369 4.292
C 3.718 -2.232 4.985
H 6.363 -4.919 4.852
H 6.154 -3.485 5.674
H 8.032 -3.571 3.263
H 8.574 -3.574 4.956
H 7.775 -2.285 4.392
H 3.969 -2.521 6.005
H 2.691 -1.876 4.900
H 4.373 -1.418 4.673
O -2.061 -5.728 1.693
S -2.571 -5.103 0.462
O -1.661 -4.142 -0.186
O -3.038 -6.251 -0.588
C -3.687 -7.452 -0.105
C -4.117 -8.373 -1.277
C -4.178 -4.209 0.822
H -4.523 -6.968 0.401
H -3.031 -8.048 0.528
H -3.303 -8.518 -1.987
H -5.004 -7.901 -1.698
H -4.433 -9.355 -0.923
H -4.549 -3.854 -0.140
H -3.880 -3.358 1.433
H -4.837 -4.944 1.284
O -6.485 5.805 -2.598
S -5.646 4.856 -3.269
O -4.219 4.680 -2.897
O -6.434 3.371 -3.065
C -5.675 2.218 -3.175
C -5.230 1.945 -1.761
C -5.838 4.993 -5.177
H -4.786 2.306 -3.801
H -6.253 1.441 -3.674
H -4.390 1.257 -1.660
H -6.075 1.722 -1.110
H -4.769 2.795 -1.259
H -5.141 4.245 -5.556
H -5.430 5.929 -5.557
H -6.858 4.722 -5.450
O -1.436 0.445 -5.672
S -1.358 -0.936 -5.195
O -0.808 -1.239 -3.850
O -2.864 -1.708 -5.373
C -3.122 -2.802 -4.496
C -4.489 -3.411 -4.724
C -0.521 -1.939 -6.393
H -2.942 -2.466 -3.475
H -2.350 -3.529 -4.747
H -4.594 -4.256 -4.043
H -4.664 -3.677 -5.766
H -5.240 -2.630 -4.605
H 0.493 -1.555 -6.506
H -1.139 -1.944 -7.290
H -0.500 -2.917 -5.911
O 7.947 0.596 0.730
S 7.298 0.075 -0.487
O 5.858 -0.377 -0.450
O 7.490 1.224 -1.629
C 8.741 1.895 -1.757
C 8.517 3.108 -2.708
C 8.394 -1.237 -1.209
H 9.468 1.249 -2.251
H 9.198 2.327 -0.867
H 7.805 3.796 -2.253
H 8.130 2.914 -3.709
H 9.491 3.588 -2.807
H 8.117 -1.290 -2.262
H 8.209 -2.218 -0.773
H 9.417 -0.892 -1.061
O -4.929 3.090 7.916
S -4.212 2.193 7.024
O -3.600 1.004 7.549
O -5.175 1.807 5.746
C -5.842 2.848 5.089
C -6.925 2.242 4.161
C -2.810 3.135 6.115
H -5.218 3.523 4.504
H -6.306 3.452 5.868
H -7.425 3.087 3.686
H -7.694 1.745 4.752
H -6.565 1.500 3.448
H -1.957 3.435 6.724
H -3.195 3.993 5.563
H -2.426 2.379 5.432
*
```



# 2
Density functional theory data (ωB97M-V/def2-TZVPD) for a structure of composition C21H56Be2N5O8.

Properties
energy relative to the best compared isomer or geometry (same formula, charge and spin)	0.0	kcal/mol
highest occupied orbital energy	-14.546	eV

Geometry as ORCA input:
```
! wB97M-V def2-TZVPD RIJCOSX def2/J DEFGRID3
* xyz 3 1
Be -1.571 -1.266 -3.080
Be 2.050 -1.714 1.551
O 1.283 1.821 -1.561
C 0.874 0.645 -1.003
O -0.175 0.114 -1.473
O 1.588 0.210 -0.050
H 2.059 1.944 -0.982
C -4.820 0.330 0.390
C -3.694 -0.489 -0.207
C -4.300 -1.734 -0.823
O -3.410 -2.474 -1.660
C -3.453 -3.884 -1.769
N -2.905 0.198 -1.235
H -5.551 0.558 -0.389
H -4.532 1.212 0.957
H -5.419 -0.265 1.085
H -2.972 -0.904 0.505
H -5.086 -1.525 -1.561
H -4.768 -2.384 -0.080
H -4.253 -4.440 -1.275
H -2.490 -4.304 -1.476
H -3.631 -4.200 -2.803
H -1.988 0.408 -0.855
H -3.307 1.080 -1.536
C -0.251 2.777 -4.992
C -0.748 1.335 -4.961
C 0.360 0.318 -4.878
O -0.106 -0.980 -4.386
C 0.693 -2.089 -4.729
N -1.610 1.092 -3.822
H 0.646 3.005 -5.560
H -0.034 3.006 -3.937
H -1.064 3.485 -5.156
H -1.357 1.132 -5.847
H 1.079 0.690 -4.134
H 0.950 0.220 -5.789
H 0.676 -2.406 -5.774
H 0.319 -2.972 -4.201
H 1.733 -2.019 -4.396
H -2.382 1.754 -3.883
H -1.044 1.468 -3.054
C 5.973 -3.623 2.724
C 4.880 -2.736 2.099
C 4.795 -2.620 0.603
O 3.615 -1.795 0.320
C 3.181 -1.867 -1.041
N 3.583 -3.331 2.426
H 5.810 -4.649 2.383
H 5.949 -3.625 3.810
H 6.933 -3.309 2.314
H 4.991 -1.728 2.504
H 4.607 -3.592 0.138
H 5.710 -2.182 0.203
H 2.406 -1.124 -1.187
H 2.761 -2.826 -1.364
H 4.042 -1.672 -1.682
H 3.472 -4.175 1.863
H 3.650 -3.721 3.365
C -0.950 -3.938 3.326
C -0.321 -2.732 2.594
C -0.687 -1.392 3.123
O 0.058 -0.573 2.299
C -0.425 0.798 2.104
N 1.149 -2.901 2.495
H -0.688 -3.893 4.383
H -0.757 -4.853 2.767
H -2.043 -3.895 3.288
H -0.593 -2.900 1.545
H -0.342 -1.401 4.165
H -1.759 -1.202 3.127
H -1.011 0.779 1.187
H 0.458 1.424 2.082
H -1.046 1.006 2.974
H 1.647 -2.899 3.383
H 1.235 -3.848 2.134
C -0.182 4.989 0.245
C 0.446 4.982 1.639
C -0.560 5.339 2.734
O -0.884 6.700 2.502
C -2.238 7.007 2.815
N 1.200 3.761 1.900
H -0.753 5.888 0.022
H -0.969 4.239 0.083
H 0.683 4.802 -0.394
H 1.159 5.814 1.574
H -0.045 5.367 3.702
H -1.394 4.634 2.749
H -2.361 8.065 3.041
H -2.394 6.528 3.790
H -2.972 6.694 2.071
H 1.751 3.926 2.737
H 1.843 3.503 1.164
*
```



# 3
Density functional theory data (ωB97M-V/def2-TZVPD) for a structure of composition C21H56FeN2O4SSb2Si3.

Properties
energy relative to the best compared isomer or geometry (same formula, charge and spin)	20.6	kcal/mol
highest occupied orbital energy (spin up / spin down)	-12.749 / -13.001	eV
expectation value of S²	6.01

Geometry as ORCA input:
```
! wB97M-V def2-TZVPD RIJCOSX def2/J DEFGRID3
* xyz 2 5
Fe 0.427 0.123 0.198
C -1.413 -1.469 -1.745
C -2.430 -0.467 -1.241
O -1.713 0.494 -0.484
C -2.543 1.473 0.141
C -1.659 2.309 1.044
O -0.666 1.493 1.693
C -1.096 0.890 2.921
C -1.776 -0.443 2.704
O -0.974 -1.182 1.793
C -1.587 -2.376 1.327
C -0.766 -2.857 0.154
O -0.449 -1.789 -0.745
H -0.831 -1.043 -2.563
H -1.902 -2.372 -2.113
H -3.197 -0.931 -0.615
H -2.935 0.008 -2.088
H -3.334 0.958 0.691
H -3.012 2.116 -0.609
H -2.255 2.839 1.788
H -1.110 3.038 0.462
H -1.766 1.569 3.450
H -0.202 0.771 3.527
H -2.785 -0.333 2.298
H -1.857 -0.971 3.660
H -2.625 -2.172 1.047
H -1.595 -3.139 2.111
H -1.287 -3.657 -0.375
H 0.194 -3.242 0.492
C 2.203 0.474 4.197
Sb 2.091 -0.699 2.415
C 1.534 -2.519 3.378
C 4.189 -0.993 2.246
H 3.110 0.168 4.718
H 1.352 0.275 4.846
H 2.254 1.539 3.978
H 2.432 -3.019 3.736
H 0.994 -3.192 2.715
H 0.900 -2.275 4.231
H 4.477 -1.778 2.947
H 4.698 -0.069 2.516
H 4.472 -1.279 1.239
N -0.465 1.907 -3.848
C 0.038 2.937 -3.153
N 0.248 4.078 -3.812
S 0.371 2.828 -1.498
H -0.711 1.975 -4.822
H -0.583 1.032 -3.375
H 0.042 4.190 -4.791
H 0.594 4.871 -3.301
C 5.236 0.239 -3.862
Si 3.375 0.253 -3.996
C 2.798 -1.136 -5.096
C 2.783 1.855 -4.739
Sb 2.535 -0.192 -1.564
Si 4.125 1.626 -0.559
C 5.878 1.030 -0.323
C 4.127 3.079 -1.721
C 3.387 2.261 1.052
Si 3.295 -2.674 -1.566
C 5.005 -2.923 -2.246
C 1.987 -3.483 -2.634
C 3.204 -3.485 0.118
H 5.644 -0.133 -4.808
H 5.613 -0.401 -3.063
H 5.632 1.244 -3.712
H 2.993 -0.838 -6.132
H 1.726 -1.324 -5.001
H 3.330 -2.072 -4.922
H 3.526 2.151 -5.487
H 2.678 2.676 -4.030
H 1.835 1.705 -5.259
H 6.444 1.180 -1.245
H 5.967 -0.017 -0.042
H 6.361 1.628 0.457
H 4.620 2.875 -2.670
H 4.691 3.876 -1.223
H 3.119 3.452 -1.910
H 3.868 1.824 1.929
H 2.306 2.125 1.146
H 3.562 3.340 1.095
H 5.127 -2.555 -3.266
H 5.214 -3.998 -2.256
H 5.760 -2.447 -1.617
H 2.219 -3.423 -3.697
H 1.004 -3.036 -2.475
H 1.921 -4.544 -2.372
H 4.141 -3.398 0.672
H 3.011 -4.551 -0.034
H 2.401 -3.099 0.744
*
```



# 4
Density functional theory data (ωB97M-V/def2-TZVPD) for a structure of composition C21H56O7.

Properties
energy relative to the best compared isomer or geometry (same formula, charge and spin)	375.3	kcal/mol
highest occupied orbital energy	-8.518	eV

Geometry as ORCA input:
```
! wB97M-V def2-TZVPD RIJCOSX def2/J DEFGRID3
* xyz 0 1
C 4.641 2.874 2.098
C 4.112 3.265 0.649
C 2.815 2.586 0.290
O 4.052 4.656 0.531
H 4.628 1.784 2.130
H 3.955 3.273 2.845
H 5.657 3.249 2.216
H 4.872 2.880 -0.031
H 2.781 1.512 0.477
H 2.663 2.853 -0.756
H 1.957 2.995 0.823
H 4.819 5.015 0.983
C -0.245 2.811 0.731
C -0.870 1.976 1.840
C -2.389 1.956 1.780
O -0.429 0.647 1.897
H -0.577 3.850 0.735
H -0.572 2.396 -0.222
H 0.831 2.642 0.695
H -0.529 2.537 2.710
H -2.741 1.425 0.895
H -2.804 2.962 1.839
H -2.796 1.487 2.675
H -0.255 0.321 1.011
C -3.572 1.618 -2.796
C -2.836 0.963 -1.587
C -2.808 -0.620 -1.493
O -1.545 1.477 -1.626
H -4.525 1.101 -2.914
H -2.998 1.366 -3.688
H -3.708 2.699 -2.765
H -3.363 1.274 -0.684
H -3.745 -0.960 -1.053
H -2.037 -0.957 -0.800
H -2.637 -1.150 -2.430
H -1.186 1.266 -2.491
C -1.604 -1.513 -4.175
C -0.495 -0.725 -3.489
C 0.749 -0.476 -4.272
O -1.095 0.530 -3.375
H -2.598 -1.118 -3.967
H -1.687 -2.514 -3.750
H -1.431 -1.661 -5.241
H -0.314 -1.068 -2.470
H 1.391 0.329 -3.917
H 0.624 -0.188 -5.316
H 1.315 -1.407 -4.234
H -1.041 0.940 -4.242
C 1.005 1.117 -1.581
C 0.417 -0.061 -0.798
C 1.399 -0.533 0.282
O -0.723 0.297 -0.172
H 1.172 2.070 -1.080
H 0.411 1.236 -2.487
H 1.964 0.801 -1.993
H 0.313 -0.897 -1.490
H 2.317 -0.942 -0.141
H 0.974 -1.234 1.000
H 1.778 0.261 0.926
H -1.325 0.789 -0.735
C -1.696 -4.116 0.056
C -1.260 -3.276 1.284
C -0.798 -1.913 0.883
O -2.315 -3.114 2.266
H -2.186 -5.027 0.399
H -0.825 -4.245 -0.587
H -2.492 -3.629 -0.508
H -0.373 -3.765 1.686
H 0.048 -2.053 0.209
H -0.479 -1.415 1.798
H -1.579 -1.333 0.392
H -2.472 -2.192 2.049
C 1.680 -1.983 2.352
C 0.926 -2.798 3.325
C 1.315 -2.524 4.847
O -0.413 -2.513 3.256
H 1.481 -0.914 2.288
H 1.718 -2.454 1.369
H 2.749 -2.029 2.556
H 1.255 -3.809 3.084
H 0.674 -3.096 5.518
H 1.087 -1.508 5.167
H 2.347 -2.782 5.084
H -0.523 -1.575 3.428
*
```



# 5
Density functional theory data (ωB97M-V/def2-TZVPD) for a structure of composition C21H57BF4O8V.

Properties
highest occupied orbital energy (spin up / spin down)	-11.044 / -11.678	eV
expectation value of S²	6.01

Geometry as ORCA input:
```
! wB97M-V def2-TZVPD RIJCOSX def2/J DEFGRID3
* xyz 1 5
V -2.482 0.822 -0.646
O -3.327 2.516 0.367
H -2.533 3.085 0.390
B 0.209 0.620 -0.344
F 0.543 -0.083 -1.457
F -0.716 -0.093 0.366
F 1.367 0.955 0.323
F -0.416 1.774 -0.790
C -2.176 -2.362 1.988
C -3.449 -1.707 1.489
C -4.608 -1.768 2.500
O -3.268 -0.348 1.065
H -1.435 -2.455 1.194
H -2.292 -3.389 2.332
H -1.808 -1.799 2.847
H -3.771 -2.101 0.526
H -4.209 -1.227 3.359
H -4.864 -2.769 2.847
H -5.554 -1.335 2.173
H -3.480 0.197 1.826
C 1.912 -1.673 2.694
C 3.402 -1.612 3.170
C 4.310 -2.053 1.993
O 3.777 -0.297 3.436
H 1.731 -1.080 1.797
H 1.265 -1.294 3.485
H 1.615 -2.707 2.520
H 3.668 -2.379 3.897
H 4.166 -3.083 1.665
H 5.374 -1.885 2.157
H 3.968 -1.393 1.195
H 3.625 0.309 2.706
C -0.155 1.593 3.206
C -0.201 3.116 3.118
C -1.407 3.564 3.983
O 0.994 3.577 3.537
H -1.037 1.298 2.638
H -0.272 1.207 4.219
H 0.694 1.132 2.701
H -0.254 3.379 2.061
H -1.181 4.187 4.848
H -2.109 2.764 4.219
H -2.081 4.245 3.464
H 1.533 2.821 3.290
C 2.493 -2.679 -1.536
C 1.821 -3.859 -0.874
C 0.235 -3.846 -0.999
O 2.304 -5.027 -1.551
H 2.254 -2.595 -2.596
H 3.549 -2.946 -1.578
H 2.375 -1.720 -1.031
H 2.201 -3.865 0.147
H -0.036 -2.820 -0.752
H -0.117 -4.449 -0.162
H -0.105 -4.223 -1.964
H 2.056 -5.013 -2.478
C -2.062 1.517 -4.814
C -1.532 2.106 -3.525
C -1.076 3.627 -3.618
O -2.541 2.003 -2.620
H -2.464 0.513 -4.680
H -1.313 1.318 -5.581
H -2.896 2.122 -5.170
H -0.766 1.355 -3.334
H -1.774 4.381 -3.984
H -0.168 3.684 -4.217
H -0.955 3.906 -2.571
H -3.316 2.517 -2.856
C 4.157 2.406 -0.352
C 3.692 3.045 0.917
C 2.618 4.096 0.707
O 3.165 2.054 1.664
H 5.096 2.911 -0.582
H 3.517 2.402 -1.234
H 4.442 1.355 -0.305
H 4.562 3.466 1.421
H 3.104 4.788 0.019
H 2.494 4.729 1.585
H 1.616 3.727 0.484
H 2.586 1.634 1.024
C -1.175 -1.653 -3.960
C -2.379 -1.636 -3.060
C -2.880 -3.016 -2.720
O -1.912 -1.069 -1.809
H -0.364 -2.310 -3.643
H -0.670 -0.696 -4.093
H -1.446 -1.983 -4.963
H -3.182 -1.043 -3.498
H -3.319 -3.457 -3.615
H -3.760 -2.937 -2.081
H -2.149 -3.609 -2.169
H -1.044 -1.475 -1.746
*
```



Computed electronic energy, in the same sequence as the records: -5744.09437, -1737.90358, -4254.67178, -1359.80113, -2804.37570 a.u..